# 1
{
  "formula": "C2H3BrClP",
  "method": "ωB97M-V/def2-TZVPD",
  "orbital_gap_ev": [7.7995, 8.5588],
  "de_lowest_kcal_mol": 90.6,
  "homo_energy_ev": [-8.6, -8.8],
  "total_energy_ha": -3453.3780,
  "elements": ["C", "C", "P", "Cl", "Br", "H", "H", "H"],
  "coordinates": [[-0.7626, 0.4145, 0.1074], [1.1245, -1.2396, -0.1172], [-0.2549, 1.9674, -0.0499], [2.3973, -0.1766, 0.2407], [-2.4675, -0.4311, 0.1824], [0.9464, -1.4122, -1.2616], [0.5354, -1.6488, 0.5829], [-1.5187, 2.5264, 0.3154]],
  "forces_ev_per_a": [[0.168, -1.656, -0.600], [-0.287, 3.176, -5.163], [-0.014, 0.082, 0.412], [0.145, -0.452, 0.211], [0.923, 0.401, 0.149], [0.442, 0.097, 2.591], [-1.413, -1.734, 2.625], [0.036, 0.087, -0.225]]
}

***

# 2
{
  "formula": "C45H64Cl5N2O4RbSSe2Si",
  "method": "ωB97M-V/def2-TZVPD",
  "orbital_gap_ev": 5.4615,
  "de_lowest_kcal_mol": 0.0,
  "homo_energy_ev": -2.2,
  "total_energy_ha": -9979.4128,
  "charge": -2,
  "elements": ["Rb", "C", "C", "C", "C", "C", "C", "C", "C", "C", "C", "C", "C", "C", "C", "C", "C", "C", "H", "H", "H", "H", "H", "H", "H", "H", "H", "H", "H", "H", "H", "H", "H", "H", "H", "H", "H", "H", "H", "H", "H", "H", "H", "H", "H", "H", "H", "C", "C", "C", "C", "O", "Si", "S", "O", "C", "C", "C", "C", "O", "C", "C", "C", "C", "H", "H", "H", "H", "H", "H", "H", "H", "H", "H", "H", "H", "H", "H", "H", "H", "H", "H", "H", "H", "H", "H", "H", "H", "H", "H", "H", "Se", "Se", "C", "C", "C", "C", "C", "N", "C", "C", "C", "C", "C", "N", "H", "H", "H", "H", "H", "H", "H", "H", "Cl", "C", "C", "Cl", "C", "Cl", "C", "O", "C", "Cl", "C", "Cl"],
  "coordinates": [[0.7945, -1.5984, 0.3141], [1.3309, -4.5476, -0.8107], [0.4253, -4.7303, 0.2684], [-0.8706, -4.2023, -0.2380], [-0.6361, -3.6511, -1.4992], [0.7345, -3.8576, -1.8321], [1.3983, -3.3727, -3.0737], [2.8786, -3.6533, -3.2436], [1.3250, -1.8595, -3.0187], [0.7849, -3.8331, -4.3852], [-2.2416, -3.9943, 0.3720], [-2.2502, -2.7122, 1.3473], [-2.7735, -5.2463, 1.1213], [-3.3319, -3.7111, -0.6532], [0.8408, -5.2696, 1.6048], [2.3388, -5.1473, 1.7862], [0.1533, -4.5829, 2.8149], [0.5119, -6.8049, 1.6967], [2.3057, -4.8839, -0.9455], [-1.3702, -3.1770, -2.0510], [3.5469, -3.3497, -2.4329], [3.2348, -3.1505, -4.1660], [2.9039, -4.7685, -3.4155], [1.9790, -1.5091, -2.2125], [0.2896, -1.4777, -2.8843], [1.7743, -1.4658, -3.9650], [0.7998, -4.9322, -4.4733], [1.2890, -3.3924, -5.2498], [-0.2838, -3.5081, -4.3249], [-1.3247, -2.7358, 1.9579], [-3.0658, -2.6030, 2.0357], [-2.2034, -1.8060, 0.6586], [-1.9887, -5.7848, 1.7157], [-3.1259, -6.0168, 0.4372], [-3.5523, -5.0625, 1.8768], [-3.2654, -2.7803, -1.2044], [-4.3152, -3.5990, -0.1559], [-3.3446, -4.5330, -1.3813], [2.4980, -4.1103, 1.8421], [3.0049, -5.5818, 1.0452], [2.6515, -5.6347, 2.8092], [0.3441, -3.5187, 2.7488], [0.6602, -4.8791, 3.7189], [-0.9240, -4.7084, 2.8888], [1.1589, -7.3155, 1.0357], [-0.4656, -7.0296, 1.3797], [0.5949, -7.2241, 2.7010], [-0.3049, 5.6666, 0.5056], [-0.8903, 4.3718, 1.0234], [0.2281, 3.2748, 1.0114], [-1.4087, 4.5890, 2.4878], [-2.0624, 4.1260, 0.2982], [-2.3537, 3.7926, -1.3459], [-3.8028, 2.3856, -1.4756], [-0.8219, 3.6229, -2.0327], [-0.3277, 2.9770, -3.1361], [0.9076, 3.7694, -3.6220], [-1.3458, 2.9872, -4.2392], [0.0240, 1.5489, -2.6807], [-2.7349, 5.2817, -2.0022], [-3.8658, 6.1340, -2.0939], [-3.2763, 7.5356, -2.3257], [-4.7778, 6.0320, -0.8308], [-4.5803, 5.6058, -3.3496], [0.5590, 5.9803, 1.0905], [-1.0173, 6.4694, 0.5151], [-0.0062, 5.5087, -0.5426], [1.1457, 3.7135, 1.4246], [0.4075, 3.0026, -0.0346], [0.0315, 2.4003, 1.6685], [-0.5105, 4.5144, 3.1438], [-2.1262, 3.8188, 2.7774], [-1.9793, 5.5210, 2.6260], [0.5980, 4.6853, -4.0861], [1.4915, 3.1792, -4.2696], [1.5224, 4.0279, -2.7757], [-1.6722, 4.0413, -4.4428], [-2.1790, 2.3197, -3.9987], [-1.0540, 2.5897, -5.1999], [0.7742, 1.4983, -1.9071], [0.3422, 0.9536, -3.4726], [-0.8473, 1.1652, -2.1573], [-2.9030, 7.9122, -1.3946], [-4.0145, 8.2441, -2.6285], [-2.4714, 7.4997, -3.0438], [-4.1485, 6.2681, 0.0333], [-5.0664, 4.9883, -0.7555], [-5.6086, 6.7762, -0.9230], [-3.8661, 5.6078, -4.2267], [-5.4634, 6.1902, -3.6262], [-4.9140, 4.6305, -3.1896], [0.3478, 0.2424, 5.8287], [-1.2890, -1.2529, 4.9133], [-2.0089, 0.0166, 3.6527], [-3.3484, 0.3072, 3.9344], [-4.0812, 0.9746, 2.9609], [-3.4377, 1.1657, 1.7576], [-2.1117, 0.9017, 1.6017], [-1.3788, 0.3653, 2.5751], [1.9518, -0.6176, 5.1511], [2.5822, -0.0467, 3.9842], [3.6566, -0.6981, 3.3727], [4.0609, -1.8519, 3.9741], [3.4411, -2.3218, 5.1077], [2.4141, -1.6637, 5.7236], [-3.7585, 0.0666, 4.9003], [-5.1390, 1.2633, 3.0803], [-4.0037, 1.4657, 0.8459], [-1.6431, 1.2894, 0.6880], [2.1675, 0.8668, 3.5553], [4.0775, -0.3528, 2.3986], [4.7823, -2.4923, 3.6004], [3.6851, -3.2740, 5.5391], [9.1094, 0.5389, -0.0003], [7.3982, 0.3603, 0.0686], [6.8261, -0.9376, 0.0845], [7.8922, -2.3295, 0.1934], [5.4740, -1.1415, 0.1609], [4.8798, -2.7391, 0.1105], [4.4922, -0.0860, 0.1173], [3.2273, -0.2138, 0.1872], [5.1351, 1.2283, 0.0881], [4.1128, 2.5730, 0.3202], [6.4935, 1.4643, 0.1176], [7.1435, 3.0348, 0.0504]],
  "forces_ev_per_a": [[0.193, 0.242, 0.158], [-1.154, 0.352, 0.785], [-1.542, 0.810, -1.040], [1.057, -0.136, 0.706], [2.207, -1.120, 0.773], [-1.259, -0.223, -0.969], [0.720, 1.192, -0.486], [0.374, -1.719, -0.327], [-0.015, 1.039, -0.835], [-1.757, -0.249, 0.422], [-0.930, 0.525, 1.947], [1.873, -0.103, -1.652], [1.210, -0.842, 1.218], [-0.663, -0.117, -0.370], [-1.178, -2.153, 0.505], [0.409, -1.428, 2.357], [0.759, 0.357, -0.771], [0.299, 1.048, 0.723], [1.688, -0.556, 0.426], [-1.166, 0.887, -1.231], [-0.275, -0.167, 0.110], [-0.149, -0.316, 0.417], [0.729, 0.913, 0.239], [-0.181, 0.166, -0.019], [0.636, -0.131, -0.150], [-0.521, 0.141, 0.575], [0.009, 0.325, 0.028], [-0.150, 0.048, 0.055], [0.633, -0.347, -0.581], [-0.610, 0.208, -0.310], [-0.795, -0.139, 0.131], [-0.132, -0.934, 0.987], [-0.513, 0.675, -0.651], [-0.175, 0.119, -0.279], [-0.116, 0.350, -0.462], [0.553, 0.247, -0.113], [0.357, -0.489, -0.043], [-0.290, 0.173, 0.092], [0.944, 1.509, 0.173], [-0.384, -0.066, -0.305], [-0.550, 0.940, -1.673], [-0.003, 0.466, 0.030], [-0.042, -0.419, 0.543], [0.170, -0.204, 0.006], [0.878, -0.726, -0.705], [-1.366, -0.080, -0.514], [0.350, 0.124, 0.217], [0.913, -0.133, -0.596], [-0.411, 0.517, 1.533], [-0.529, 0.224, 0.203], [0.896, -0.359, -0.066], [-0.109, -1.177, -1.236], [0.266, 0.820, 0.555], [0.097, -0.177, -0.376], [-1.216, 1.013, 1.908], [1.277, -0.607, -0.643], [-0.806, -0.252, 1.318], [-1.286, 0.188, -0.798], [-0.662, 1.192, 1.038], [0.406, 0.130, 0.505], [0.116, -0.784, -0.624], [-0.436, -0.726, 0.518], [0.884, 0.894, -0.972], [0.584, 2.001, -1.024], [0.178, -0.008, 0.019], [-0.600, 0.315, 0.075], [0.082, 0.130, 0.289], [-0.122, 0.058, -0.214], [0.068, -0.217, 0.311], [-0.196, 0.447, -0.635], [-0.773, 0.369, -0.021], [0.275, -0.356, -0.170], [0.579, 0.010, -0.222], [-0.197, 0.490, -0.399], [0.707, -0.685, -1.080], [0.279, 0.055, 0.461], [-0.020, -0.924, 0.424], [-0.300, 0.559, 0.368], [0.933, -0.113, -0.334], [0.729, 0.509, 0.159], [0.343, -1.286, -1.425], [-0.478, -0.356, -0.447], [0.538, 0.138, 0.643], [-0.763, 0.482, -0.503], [0.172, -0.110, -0.254], [-0.204, 0.060, 0.027], [-0.508, 0.001, 0.114], [0.418, -0.824, 0.197], [-0.696, 0.029, 0.960], [0.022, 0.258, 0.013], [-0.314, -1.768, 0.345], [-0.217, -0.655, -0.035], [1.207, 0.825, 0.316], [-1.366, -0.907, 1.278], [-0.067, 0.739, -0.160], [-0.174, -0.533, 0.158], [-2.191, 0.465, -1.585], [0.771, 0.844, -0.069], [1.026, -0.265, -1.054], [0.626, 2.298, -2.304], [-0.575, -0.045, 0.205], [-0.949, 1.548, -0.612], [-0.589, -0.929, 1.206], [-1.254, 1.135, 0.612], [0.877, -2.440, 0.436], [-0.056, -0.107, 0.102], [0.661, -0.246, 0.048], [0.621, 0.263, 0.841], [0.037, -0.596, 0.283], [0.063, -0.303, 0.064], [-0.400, -0.189, 1.187], [1.535, -0.865, -1.095], [0.315, -0.202, 0.193], [0.068, 0.261, 0.010], [-1.378, -0.473, 0.078], [1.413, 0.912, 0.512], [-0.159, 0.445, -0.189], [-1.065, 0.340, -0.655], [-0.656, -0.701, 0.225], [0.153, 0.925, 0.140], [1.362, -0.293, -0.185], [-0.318, -0.537, 0.704], [-0.797, 0.495, -0.155], [1.001, -2.078, -0.697], [0.207, 0.648, 0.120]]
}

***

# 3
{
  "formula": "C4H14N3",
  "method": "ωB97M-V/def2-TZVPD",
  "orbital_gap_ev": 10.7563,
  "de_lowest_kcal_mol": 49.0,
  "homo_energy_ev": -13.7,
  "total_energy_ha": -324.7867,
  "charge": 1,
  "elements": ["C", "C", "C", "C", "N", "N", "N", "H", "H", "H", "H", "H", "H", "H", "H", "H", "H", "H", "H", "H", "H"],
  "coordinates": [[-2.0888, -1.6508, 0.2854], [2.4687, 1.1913, 0.0117], [1.9231, -1.1379, -0.4212], [-1.9203, 0.4209, 0.0150], [-3.0952, 0.9704, -0.1435], [-0.7672, 0.9693, 0.0301], [1.6369, 0.0473, 0.3858], [-2.0068, -1.7379, 1.3532], [-3.0595, -1.8551, -0.1262], [-1.2589, -2.0243, -0.2825], [2.2356, 2.0341, 0.6589], [3.5358, 0.9711, 0.0960], [2.2574, 1.4694, -1.0202], [2.9836, -1.4013, -0.4084], [1.3510, -1.9799, -0.0384], [1.6289, -0.9424, -1.4517], [-3.9357, 0.4164, -0.1322], [-3.1987, 1.9698, -0.2814], [-0.7124, 1.9758, -0.0959], [0.2179, 0.4621, 0.1992], [1.8046, -0.1683, 1.3662]],
  "forces_ev_per_a": [[0.531, 4.412, -0.480], [0.123, 0.116, -0.001], [0.093, -0.106, -0.037], [-0.655, -5.151, 0.645], [-0.335, 0.702, -0.124], [0.202, 0.678, -0.118], [0.154, -0.219, 0.313], [0.014, -0.093, 0.247], [-0.237, -0.094, -0.118], [0.207, -0.180, -0.156], [0.018, 0.069, 0.008], [-0.032, 0.001, -0.018], [-0.012, 0.003, -0.031], [-0.018, 0.001, -0.010], [-0.012, -0.071, -0.040], [-0.007, -0.038, -0.038], [0.119, 0.035, 0.005], [-0.061, -0.111, 0.013], [-0.049, 0.032, -0.010], [-0.033, 0.010, 0.062], [-0.009, 0.003, -0.113]]
}